Arrangement a

Density functional theory data (ωB97M-V/def2-TZVPD) for the molecule C5H9NO3.

SMILES: C=C(C(=O)O)N(C)OC
Frontier orbital gap in eV: 9.90
LUMO energy in eV: 0.86
HOMO level in hartree: -0.332

Last column: Löwdin charge in e.
Atoms and positions in Å:
C1 -1.587 1.384 0.680  0.111
C2 -0.634 0.453 0.584  -0.264
C3 0.613 0.505 1.481  -0.459
O1 0.978 -0.422 2.187  0.098
O2 1.016 1.778 1.721  0.098
N1 -0.458 -0.440 -0.463  -0.102
C4 -1.011 -1.779 -0.272  -0.041
O3 1.050 -0.606 -0.624  -0.167
C5 1.398 -0.041 -1.885  -0.086
H1 -2.397 1.421 -0.039  0.073
H2 -1.549 2.147 1.452  0.075
H3 1.586 1.687 2.509  0.134
H4 -0.903 -2.356 -1.194  0.085
H5 -0.509 -2.302 0.549  0.091
H6 -2.079 -1.707 -0.033  0.096
H7 1.239 1.042 -1.888  0.086
H8 0.798 -0.499 -2.678  0.083
H9 2.448 -0.264 -2.090  0.089


Arrangement b

Density functional theory data (ωB97M-V/def2-TZVPD) for a structure of composition C5H9NO3.

Frontier orbital gap in eV: 9.25
LUMO energy in eV: 0.44
HOMO level in hartree: -0.324

Last column: Löwdin charge in e.
Atoms and positions in Å:
C1 0.497 0.037 -2.490  -0.042
C2 1.183 -0.444 -1.221  -0.369
C3 1.440 0.691 -0.216  -0.062
C4 0.154 0.941 0.529  -0.303
O1 -0.181 1.998 1.005  0.135
C5 -0.783 -0.299 0.569  -0.600
O2 -1.892 -0.165 0.004  -0.001
N1 0.319 -1.396 -0.481  0.107
H1 -0.479 0.492 -2.275  0.093
H2 1.125 0.790 -2.982  0.089
H3 0.340 -0.799 -3.186  0.085
H4 2.131 -0.935 -1.479  0.139
H5 2.187 0.378 0.530  0.137
H6 1.796 1.608 -0.699  0.132
H7 -0.266 -1.963 -1.092  0.142
O3 -0.729 -0.891 1.811  0.063
H8 0.864 -1.992 0.141  0.139
H9 -1.553 -1.381 1.929  0.116


Arrangement c

Density functional theory data (ωB97M-V/def2-TZVPD) for the molecule C5H9NO3.

SMILES: C[C@@H]1N[C@@H]1COC(=O)O
Frontier orbital gap in eV: 10.42
LUMO energy in eV: 0.42
HOMO level in hartree: -0.367

Last column: Löwdin charge in e.
Atoms and positions in Å:
C1 1.342 -1.462 0.961  -0.039
C2 -0.129 -1.145 0.994  -0.290
N1 -0.851 -0.820 -0.245  0.067
C3 -0.740 0.193 0.806  -0.241
C4 -0.028 1.442 0.330  -0.135
O1 0.769 1.248 -0.839  -0.006
C5 0.192 0.714 -1.959  -0.641
O2 0.871 -0.003 -2.672  0.115
O3 -0.838 1.401 -2.440  0.121
H1 1.940 -0.644 0.548  0.079
H2 1.689 -1.665 1.984  0.079
H3 1.513 -2.362 0.356  0.087
H4 -0.704 -1.793 1.661  0.135
H5 -1.768 -1.240 -0.357  0.116
H6 -1.646 0.413 1.375  0.140
H7 -0.782 2.214 0.110  0.117
H8 0.665 1.785 1.107  0.137
H9 -1.495 1.724 -1.721  0.158


Tell me which of them is the most stable. Sure, it is arrangement b.


Arrangement a

Density functional theory data (ωB97M-V/def2-TZVPD) for a cluster of 2 separate species, C5H9NO3 in total.

SMILES: CC(=O)C=O.C=NOC
Frontier orbital gap in eV: 9.73
LUMO energy in eV: 0.20
HOMO level in hartree: -0.350

Last column: Löwdin charge in e.
Atoms and positions in Å:
C1 -2.169 0.363 -0.798  0.001
C2 -1.380 0.890 0.361  -0.411
O1 -1.277 2.058 0.649  0.098
C3 -0.624 -0.154 1.179  -0.224
O2 -0.828 -1.357 1.093  -0.002
H1 -2.624 -0.590 -0.536  0.084
H2 -2.925 1.082 -1.101  0.089
H3 -1.477 0.184 -1.621  0.093
H4 -0.087 0.287 2.032  0.140
C4 0.987 -2.111 -0.609  -0.015
N1 1.713 -1.137 -0.321  0.048
O3 1.017 0.163 -0.228  -0.263
C5 1.918 1.159 0.230  -0.080
H5 -0.128 -2.025 -0.673  0.093
H6 1.477 -3.070 -0.669  0.084
H7 2.656 1.376 -0.546  0.088
H8 2.424 0.826 1.139  0.090
H9 1.327 2.055 0.419  0.087


Arrangement b

Density functional theory data (ωB97M-V/def2-TZVPD) for a cluster of 2 separate species, C5H9NO3 in total.

Frontier orbital gap in eV: 8.29
LUMO energy in eV: -1.28
HOMO level in hartree: -0.352

Last column: Löwdin charge in e.
Atoms and positions in Å:
C1 -0.260 -0.623 1.581  -0.052
C2 -1.220 -0.586 0.437  -0.053
O1 0.127 1.138 -0.595  -0.029
C3 1.203 0.587 -0.935  -0.680
O2 2.360 0.920 -0.724  0.068
N1 1.053 -0.758 -1.523  0.150
C4 0.024 -1.578 -1.460  -0.053
C5 -1.144 -1.399 -0.678  -0.085
H1 0.748 -0.931 1.276  0.092
H2 -0.146 0.397 1.982  0.090
H3 -0.658 -1.262 2.380  0.101
H4 -2.211 -0.183 0.664  0.128
H5 1.837 -1.031 -2.109  0.158
H6 0.041 -2.394 -2.188  0.135
H7 -2.058 -1.840 -1.077  0.111
O3 0.064 3.089 1.368  -0.088
H8 0.109 3.972 0.994  0.025
H9 0.131 2.483 0.606  -0.018


Tell me which of them is the most stable. Sure, it is arrangement b.


Arrangement a

Density functional theory data (ωB97M-V/def2-TZVPD) for the molecule C6H9N.

SMILES: C1[C@H]2N1CC21CC1
Frontier orbital gap in eV: 10.00
LUMO energy in eV: 1.10
HOMO level in hartree: -0.327

Last column: Löwdin charge in e.
Atoms and positions in Å:
C1 -1.563 0.894 -1.170  -0.132
C2 -0.560 -0.174 -0.996  -0.180
N1 -0.160 1.282 -1.153  -0.008
C3 0.197 1.287 0.310  -0.102
C4 0.157 -0.239 0.319  -0.391
C5 0.301 -1.355 1.306  -0.069
C6 1.452 -0.984 0.408  -0.096
H1 -2.217 1.258 -0.382  0.107
H2 -1.986 0.952 -2.170  0.107
H3 -0.435 -0.929 -1.769  0.135
H4 -0.558 1.808 0.912  0.110
H5 1.180 1.722 0.501  0.111
H6 -0.214 -2.285 1.070  0.102
H7 0.386 -1.156 2.370  0.099
H8 2.284 -0.439 0.850  0.103
H9 1.735 -1.644 -0.407  0.104


Arrangement b

Density functional theory data (ωB97M-V/def2-TZVPD) for the molecule C6H9N.

SMILES: C/N=C/[C@@H]1C=CC1
Frontier orbital gap in eV: 10.19
LUMO energy in eV: 1.16
HOMO level in hartree: -0.332

Last column: Löwdin charge in e.
Atoms and positions in Å:
C1 -1.267 2.143 0.164  -0.139
N1 -0.293 1.114 0.391  -0.014
C2 -0.722 -0.016 0.760  -0.163
C3 0.099 -1.241 0.467  -0.270
C4 1.554 -0.878 0.630  -0.079
C5 1.746 -0.673 -0.672  -0.081
C6 0.429 -1.301 -1.077  -0.129
H1 -1.381 2.131 -0.926  0.082
H2 -0.894 3.126 0.461  0.071
H3 -2.259 1.941 0.598  0.072
H4 -1.721 -0.153 1.198  0.118
H5 -0.348 -2.142 0.903  0.127
H6 2.119 -0.631 1.521  0.103
H7 2.577 -0.257 -1.232  0.097
H8 -0.256 -0.832 -1.801  0.106
H9 0.615 -2.332 -1.386  0.100


Arrangement c

Density functional theory data (ωB97M-V/def2-TZVPD) for the molecule C6H9N.

SMILES: C=C1CC(C)=CN1
Frontier orbital gap in eV: 8.21
LUMO energy in eV: 1.02
HOMO level in hartree: -0.264

Last column: Löwdin charge in e.
Atoms and positions in Å:
C1 2.666 -0.298 0.292  0.017
C2 1.379 0.042 0.172  -0.347
C3 0.225 -0.834 -0.301  -0.084
C4 -0.995 0.048 -0.115  -0.298
C5 -2.389 -0.387 -0.429  -0.070
C6 -0.576 1.236 0.327  -0.082
N1 0.818 1.288 0.447  0.031
H1 3.419 0.407 0.631  0.045
H2 2.994 -1.297 0.035  0.048
H3 0.356 -1.122 -1.353  0.127
H4 0.161 -1.766 0.275  0.125
H5 -3.107 0.420 -0.246  0.075
H6 -2.687 -1.249 0.184  0.076
H7 -2.488 -0.693 -1.480  0.077
H8 -1.165 2.118 0.557  0.122
H9 1.317 2.017 0.927  0.137


Tell me which of them is the most stable. Sure, it is arrangement c.


Arrangement a

Density functional theory data (ωB97M-V/def2-TZVPD) for the molecule C4H3NO3.

SMILES: [H]/N=C1\OC=C(O)C1=O
Frontier orbital gap in eV: 8.67
LUMO energy in eV: -0.63
HOMO level in hartree: -0.342

Last column: Löwdin charge in e.
Atoms and positions in Å:
H1 -2.374 -0.925 -1.944  0.072
N1 -1.732 -0.175 -1.811  0.241
C1 -0.958 -0.100 -0.849  -0.302
O1 -0.894 -1.142 0.091  0.024
C2 0.148 -0.883 0.920  -0.030
C3 0.735 0.314 0.690  -0.217
O2 1.854 1.018 1.081  0.093
C4 0.049 0.961 -0.456  -0.285
O3 0.252 2.011 -0.981  0.171
H2 0.451 -1.546 1.757  0.150
H3 2.469 0.465 1.502  0.083


Arrangement b

Density functional theory data (ωB97M-V/def2-TZVPD) for the molecule C4H3NO3.

SMILES: O=C(O)c1ccon1
Frontier orbital gap in eV: 11.16
LUMO energy in eV: 0.29
HOMO level in hartree: -0.400

Last column: Löwdin charge in e.
Atoms and positions in Å:
O1 -2.244 1.173 0.426  0.070
C1 -1.744 0.091 0.008  -0.312
O2 -2.283 -1.226 -0.115  0.075
C2 -0.195 0.007 -0.299  -0.138
C3 0.890 1.125 -0.211  0.034
C4 1.931 0.315 0.038  -0.064
O3 1.520 -1.055 0.351  -0.063
N1 0.201 -1.181 0.154  0.066
H1 -1.777 -1.970 -0.251  0.042
H2 0.682 2.288 -0.209  0.163
H3 3.020 0.432 0.108  0.126


Arrangement c

Density functional theory data (ωB97M-V/def2-TZVPD) for a structure of composition C4H3NO3.

Frontier orbital gap in eV: 8.72
LUMO energy in eV: -2.19
HOMO level in hartree: -0.401

Last column: Löwdin charge in e.
Atoms and positions in Å:
C1 -0.255 0.620 0.652  -0.240
C2 -1.166 0.205 1.737  -0.110
C3 -0.564 -0.412 -0.495  -0.288
C4 0.636 -0.752 -1.526  0.104
H1 1.638 0.739 0.164  0.099
H2 -0.235 1.574 0.223  0.134
H3 0.995 -2.061 -1.952  0.245
N1 -1.611 0.311 2.834  0.196
O1 1.167 0.319 0.932  -0.036
O2 -1.550 -1.202 -0.487  0.066
O3 0.945 0.659 -2.081  -0.169


Tell me which of them is the most stable. Sure, it is arrangement a.